Density functional theory data (ωB97M-V/def2-TZVPD) for 3 unconnected molecules or ions with the total composition C4H11N2O2 at a distorted geometry.

Calculated values
Strongest force on any atom in eV Å⁻¹: 1.4
Energy relative to the best compared isomer or geometry (same formula, charge and spin) in kJ/mol: 0.0
DFT total energy in eV: -11396.123
Total charge: +1
HOMO level in hartree: -0.4984

Each line ends with the Mulliken charge.
Geometry (Å):
O 2.571518 0.960459 0.813894  -0.633
O -0.674800 -0.854256 2.878177  -0.604
N 0.063853 0.526778 -0.052725  0.145
N -1.966711 0.270298 -0.671672  -0.035
C -1.191119 -0.379908 -1.608091  -0.605
C 1.311895 -0.953945 -1.678729  -1.161
C -1.174401 0.904773 0.178781  -0.341
C 0.080479 -0.299369 -1.170706  0.768
H 1.003488 -1.810631 -2.289379  0.372
H -2.940283 0.517245 -0.724248  0.244
H 3.061766 0.507011 1.513196  0.297
H 0.878950 0.891021 0.458276  0.223
H 1.963102 -1.328667 -0.896973  0.314
H -0.151094 -0.971735 3.676218  0.311
H 3.194013 1.660010 0.556521  0.298
H -1.250013 -1.625696 2.830998  0.311
H 1.872570 -0.345607 -2.377185  0.288
H -1.534990 1.670986 0.846754  0.405
H -1.471125 -0.876865 -2.518326  0.403

Forces on the atoms, in the same order (eV/Å):
O 0.9 0.3 0.2
O 0.0 0.1 -0.2
N -0.1 0.4 -0.1
N -0.4 1.1 -0.8
C 0.4 -0.8 0.1
C -0.3 -0.6 -0.8
C -0.3 -0.1 0.3
C 0.8 0.3 0.5
H 0.0 0.0 0.3
H -0.2 -0.3 -0.3
H -0.3 -0.1 0.0
H 0.1 -0.4 -0.2
H 0.0 0.2 0.2
H -0.1 0.0 0.1
H -0.4 -0.1 -0.1
H 0.1 0.0 0.1
H 0.2 0.5 0.2
H 0.2 -0.3 0.3
H -0.7 -0.1 0.2